Record 1
The following is a quantum chemistry calculation of a structure of composition C33H49BCl2N7Re, from OMol25.

XYZ file:
```
93
Properties=species:S:1:pos:R:3:forces:R:3:lowdin_charge:R:1
Re 1.0034 -0.2426 1.0766 0.9872 -0.3908 -0.3485 1.554
C 0.9586 2.3764 3.5585 -0.1244 0.1200 -0.0627 -0.068
C -0.5592 2.2246 3.5121 0.1385 -0.3445 0.0623 -0.349
C -1.0712 1.3060 4.6285 0.0207 0.0973 -0.0730 -0.038
C -1.1503 1.8218 2.1826 -0.1997 0.3028 -0.1684 -0.220
C -2.3499 2.3639 1.7409 0.0604 -0.0701 -0.1236 0.041
C -2.5965 1.8520 0.4800 -0.1145 0.2233 0.5555 -0.174
C -3.7785 2.3207 -0.3244 0.1357 -0.0220 -0.3670 -0.334
C -3.3797 3.5489 -1.1567 -0.0759 -0.0614 0.0899 -0.036
C -4.4922 1.2612 -1.1616 0.0451 0.1198 0.1250 -0.058
N -1.5915 1.0030 0.1822 -0.1758 -0.2596 -0.2777 0.070
N -0.7105 0.9807 1.2308 0.6291 -0.4265 0.7796 -0.049
B -1.2108 0.3434 -1.1870 0.0407 -0.0471 0.2861 -0.457
N 0.1526 0.9717 -1.6294 -0.1621 0.0726 -0.3588 0.078
N 1.1986 0.8409 -0.7586 0.1335 -0.2512 0.5791 -0.069
C 2.2480 1.5218 -1.2452 0.0554 0.2677 -0.4972 -0.242
C 1.8717 2.0949 -2.4470 0.0298 -0.0505 0.2224 0.049
C 0.5432 1.7253 -2.6739 0.2826 0.0923 0.0138 -0.147
C -0.1702 2.1168 -3.9469 -0.2027 -0.1379 -0.1497 -0.325
C 0.6518 1.5954 -5.1398 -0.0009 0.0786 0.0526 -0.050
C -1.6222 1.6932 -4.1435 0.0776 0.0993 0.0665 -0.062
C 3.6028 1.5728 -0.5998 -0.1014 -0.1815 0.3049 -0.356
C 3.5628 2.2626 0.7678 -0.0202 -0.0161 -0.1720 -0.063
C 4.2016 0.1650 -0.4850 -0.0483 0.1838 -0.1144 -0.051
N -0.9935 -1.1831 -1.0268 -0.3078 0.0817 -0.2060 0.065
N 0.0382 -1.6177 -0.2437 0.2217 0.4674 0.8423 -0.048
C 0.1435 -2.9511 -0.3778 -0.1336 -0.1958 -0.2550 -0.230
C -0.8619 -3.3704 -1.2382 -0.0312 0.1431 0.1975 0.028
C -1.5455 -2.2383 -1.6572 0.1465 -0.5191 0.0279 -0.159
C -2.5283 -2.3548 -2.7973 0.0590 0.2966 -0.2634 -0.328
C -1.7164 -2.3714 -4.1068 -0.0933 -0.0491 0.0831 -0.036
C -3.6852 -1.3727 -2.9174 0.0442 -0.1165 0.0776 -0.059
C 1.2429 -3.8863 0.0639 0.2164 0.1833 0.0264 -0.347
C 2.1493 -3.4289 1.1960 -0.1733 -0.1084 0.0086 -0.081
C 2.1016 -4.2070 -1.1728 -0.0929 -0.0736 0.0385 -0.048
H 1.2432 2.9253 4.4567 -0.0204 0.0051 0.0082 0.092
H 1.4563 1.4131 3.5902 0.0793 0.0194 -0.0093 0.017
H 1.3192 2.9371 2.6944 0.0598 -0.0029 0.0173 0.073
H -0.9847 3.2157 3.6845 -0.0347 -0.0085 -0.0161 0.136
H -0.6320 0.3130 4.5355 -0.0005 -0.0801 0.0134 0.053
H -0.8028 1.7156 5.6030 0.0413 -0.0323 -0.0002 0.089
H -2.1565 1.2123 4.5854 0.0052 -0.0461 0.0276 0.086
H -2.9590 3.0786 2.2691 -0.0074 -0.0112 0.0008 0.132
H -4.4862 2.6643 0.4320 0.0327 -0.0205 0.0542 0.137
H -2.5415 3.3154 -1.8139 -0.0183 0.0310 -0.0108 0.063
H -4.2224 3.8771 -1.7662 0.0243 0.0209 -0.0209 0.091
H -3.0790 4.3718 -0.5085 0.0179 0.0175 -0.0294 0.086
H -4.0612 1.1792 -2.1570 -0.0364 -0.0087 0.0774 0.047
H -4.4400 0.2895 -0.6718 -0.0674 0.0257 -0.0344 0.079
H -5.5425 1.5278 -1.2777 -0.0022 0.0234 -0.0168 0.094
H -2.0666 0.5375 -1.9650 0.0468 0.0482 0.0369 0.085
H 2.4902 2.7091 -3.0782 -0.0130 -0.0218 -0.0491 0.126
H -0.1382 3.2104 -3.9767 0.0392 -0.0001 0.0524 0.149
H 0.6836 0.5042 -5.1300 0.0065 -0.0048 -0.0008 0.089
H 0.1898 1.9151 -6.0737 -0.0148 -0.0066 0.0063 0.087
H 1.6737 1.9680 -5.1271 0.0242 -0.0295 -0.0062 0.073
H -1.7043 0.6086 -4.2098 -0.0444 0.0550 0.0056 0.056
H -2.2749 2.0542 -3.3529 -0.0168 -0.0538 -0.0618 0.044
H -1.9802 2.1139 -5.0830 0.0211 -0.0193 -0.0313 0.096
H 4.2369 2.1638 -1.2626 -0.0300 -0.0165 -0.0534 0.141
H 2.9536 1.6855 1.4692 0.0391 0.0392 0.0702 0.017
H 4.5678 2.3344 1.1835 -0.0017 -0.0011 0.0220 0.088
H 3.1468 3.2674 0.6881 -0.0138 -0.0030 0.0404 0.089
H 3.6141 -0.4400 0.2170 0.0673 -0.0506 0.0296 0.035
H 4.2158 -0.3368 -1.4528 -0.0026 -0.0517 0.0269 0.088
H 5.2204 0.2171 -0.1022 -0.0100 -0.0494 0.0418 0.090
H -1.0526 -4.3837 -1.5508 0.0149 0.0143 -0.0535 0.134
H -2.9647 -3.3475 -2.6674 0.0421 -0.0215 0.0273 0.140
H -1.1921 -1.4228 -4.2379 0.0174 -0.0395 -0.0250 0.065
H -0.9774 -3.1716 -4.1056 0.0193 0.0093 -0.0115 0.082
H -2.3831 -2.5169 -4.9576 0.0127 0.0204 -0.0081 0.090
H -3.3494 -0.3943 -3.2549 -0.0553 -0.0743 0.0269 0.042
H -4.3842 -1.7536 -3.6623 -0.0108 -0.0029 -0.0065 0.094
H -4.2227 -1.2627 -1.9783 0.0096 -0.0220 -0.0585 0.072
H 0.7448 -4.8080 0.3746 -0.0277 0.0098 0.0088 0.147
H 2.6330 -2.4790 0.9505 0.1075 -0.0076 0.0177 0.042
H 1.6067 -3.3256 2.1331 0.0935 0.0503 -0.0731 0.027
H 2.9438 -4.1611 1.3419 0.0106 -0.0052 -0.0163 0.095
H 2.6672 -3.3240 -1.4788 -0.0052 0.0035 -0.0246 0.085
H 2.8070 -5.0056 -0.9416 0.0295 0.0363 0.0182 0.086
H 1.4862 -4.5306 -2.0107 0.0307 0.0127 -0.0304 0.076
Cl 4.1515 0.0436 4.0673 0.1385 0.0624 0.0151 0.730
C 2.9253 -0.9859 4.7004 -0.3108 -0.0202 -0.2427 -0.601
C 3.0355 -1.5036 5.9753 0.1051 0.0200 0.1329 -0.091
C 2.0403 -2.3296 6.4717 -0.0068 0.0143 -0.0619 -0.052
C 0.9369 -2.6595 5.6967 -0.0451 -0.0476 0.0917 -0.091
C 0.8218 -2.1392 4.4257 0.3981 0.4103 -0.3709 -0.605
Cl -0.5500 -2.5258 3.4503 -0.1142 -0.0202 0.1117 0.736
C 1.8117 -1.2692 3.8875 0.0167 -0.7208 0.8127 -0.446
N 1.6743 -0.7324 2.6537 -1.8968 1.0281 -1.4197 -0.229
H 3.8987 -1.2601 6.5787 0.0038 0.0242 -0.0256 0.113
H 2.1252 -2.7197 7.4764 0.0062 -0.0387 -0.0110 0.117
H 0.1701 -3.3185 6.0793 -0.0199 0.0295 -0.0170 0.113
```
Positions in Å, forces in eV/Å.

Calculated values
- 2S+1: 2
- HOMO-LUMO gap (spin up / spin down): 6.55 / 6.76 eV
- HOMO level (spin up / spin down): -10.86 / -10.69 eV
- Lowest unoccupied orbital energy (spin up / spin down): -4.31 / -3.93 eV
- Charge: +1


Record 2
The following is a quantum chemistry calculation of the molecule C5H11N, from OMol25.

XYZ file:
```
17
Properties=species:S:1:pos:R:3:forces:R:3:lowdin_charge:R:1
N 0.1054 -2.1410 0.8063 0.2084 -0.1944 -0.1418 -0.012
C -0.7835 -1.0012 0.8724 0.4148 1.2094 0.8469 -0.286
C -0.0697 0.4090 1.0888 -0.8116 -1.3406 -0.3803 -0.154
C 0.5702 0.9556 -0.1678 0.0327 0.0249 0.4816 -0.335
C 0.5240 0.2305 -1.4746 -0.4065 1.2144 -0.4825 -0.118
C -0.2776 1.5525 -1.2422 0.7050 -0.9054 -0.3881 -0.101
H 0.6663 -2.2018 1.6495 -0.0254 -0.0051 -0.1040 0.065
H 0.7437 -2.0599 0.0228 0.0111 0.0198 0.0715 0.055
H -1.4386 -1.1483 1.7346 -0.0756 -0.0434 -0.0873 0.100
H -1.4257 -1.0015 -0.0099 0.0380 0.1521 0.0267 0.098
H -0.8162 1.1131 1.4643 0.0540 0.0536 0.0440 0.103
H 0.6900 0.2847 1.8666 -0.1118 -0.0819 -0.0151 0.101
H 1.5004 1.4768 0.0367 -0.0263 0.0151 -0.2142 0.130
H 1.3933 0.2735 -2.1162 0.0163 0.1063 0.0136 0.090
H -0.0778 -0.6492 -1.6394 -0.0381 -0.1098 0.2902 0.081
H -1.3495 1.4431 -1.1692 -0.0776 -0.0686 0.1144 0.095
H 0.0451 2.4641 -1.7226 0.0926 -0.0464 -0.0755 0.089
```
Positions in Å, forces in eV/Å.

Calculated values
- HOMO-LUMO gap: 10.29 eV
- HOMO level: -9.07 eV
- Lowest unoccupied orbital energy: 1.22 eV


These records have energy relative to the best compared isomer or geometry (same formula, charge and spin) values of 11.2; 25.3 kcal per mole, in the order they appear.